# C5H4O2

C5H4O2 in the gas phase in a non-equilibrium geometry (the ωB97M-V functional and the def2-TZVPD basis, the Open Molecules 2025 dataset).

```
11
Properties=species:S:1:pos:R:3:forces:R:3:nbo_charge:R:1
C -0.387414 -0.692392 0.793161 0.400 0.505 -0.214 -0.5318
C -0.335511 -1.246241 -0.487986 0.677 -0.165 -2.136 0.0572
C -0.416799 -1.211011 2.005916 -0.271 -0.670 4.894 0.8639
C -0.066142 0.710488 0.379529 0.270 3.102 0.694 -0.3835
C 0.353720 0.149480 -1.003238 -1.908 -2.085 0.731 0.0123
O -0.396503 -1.490124 3.161038 -0.023 0.650 -4.348 -0.3965
O -0.014922 0.785838 -2.178440 -0.704 -0.057 -2.201 -0.7366
H -0.896880 1.477186 0.454397 0.663 -1.173 -0.417 0.2336
H 0.794517 1.187792 0.900215 -0.494 -0.246 -0.119 0.2069
H 1.410779 0.032924 -0.934714 1.046 -0.457 -0.092 0.1698
H -0.044846 0.296062 -3.089878 0.345 0.594 3.207 0.5047
```
Positions in Å, forces in eV/Å.

Computed properties:
**E_HOMO**: -8.217 eV
**Kohn-Sham gap**: 7.65 eV
**Energy relative to the best compared isomer or geometry (same formula, charge and spin)**: 118.2 kcal/mol

# C8H3BrClFO3

A 2-piece molecular cluster, C8H3BrClFO3 overall in a non-equilibrium geometry (the ωB97M-V functional and the def2-TZVPD basis, the Open Molecules 2025 dataset).

```
17
Properties=species:S:1:pos:R:3:forces:R:3:nbo_charge:R:1
C -1.970568 -0.703595 -0.283295 1.670 0.153 1.396 -0.2672
C -0.777499 -0.494541 -0.825138 0.700 0.349 -1.067 -0.1638
C -0.685010 0.264326 -2.148738 0.334 -0.379 1.138 0.7712
O -1.546146 0.543204 -2.909229 -0.243 0.066 -0.268 -0.5141
O 0.620443 0.656170 -2.313072 -0.295 -0.083 -0.438 -0.4879
C 1.436149 0.213325 -1.284162 -0.122 0.927 -0.692 0.7714
O 2.534582 0.656686 -1.216167 0.364 -0.513 0.354 -0.5006
C 0.635109 -0.646909 -0.397651 0.671 -0.381 1.445 -0.2823
C 1.196214 -1.214086 0.710974 -0.092 -0.129 -1.424 -0.0355
Cl 2.906327 -1.328941 1.091622 -1.549 0.294 -0.324 0.1122
Br 0.026036 -2.155323 1.801408 0.349 -0.573 0.631 0.1596
H -2.017135 -1.070754 0.723133 -0.358 -0.362 0.049 0.2116
H -2.801040 -0.208980 -0.669859 -1.398 0.259 -1.048 0.2255
C 0.178127 1.050542 2.532550 -0.704 3.017 -3.333 -0.3959
C 0.031343 1.734499 1.553720 -0.035 -0.592 0.586 0.4301
F -0.166116 2.383145 0.459851 0.088 -0.027 0.535 -0.2593
H 0.399184 0.321231 3.174053 0.619 -2.026 2.459 0.2250
```
Positions in Å, forces in eV/Å.

Computed properties:
**E_HOMO**: -9.916 eV
**Kohn-Sham gap**: 8.73 eV
**SMILES**: C=C1C(=O)OC(=O)/C1=C(\Cl)Br.C#CF
**Energy relative to the best compared isomer or geometry (same formula, charge and spin)**: 32.0 kcal/mol

# C46H52N4O6P2Ru

C46H52N4O6P2Ru as an isolated structure (the ωB97M-V functional and the def2-TZVPD basis, the Open Molecules 2025 dataset).

```
111
Properties=species:S:1:pos:R:3:forces:R:3:mulliken_charge:R:1
Ru -0.418399 0.337607 -0.287585 -0.153 0.638 0.485 2.8080
C -0.009621 2.114895 2.578468 0.074 -0.053 -0.040 -0.2721
C -1.493412 2.367764 2.755320 -0.124 0.057 0.025 -1.4996
C -2.442032 1.248973 2.394026 0.278 -0.031 -0.087 0.6275
C -3.700335 1.243595 2.988382 -0.013 0.021 0.028 -1.1049
C -4.603050 0.244505 2.685247 -0.037 -0.014 0.011 -0.7112
C -4.216894 -0.746323 1.795910 -0.013 0.025 0.020 -1.0318
C -2.948832 -0.680445 1.256454 0.152 0.055 -0.014 -0.9501
N -2.062683 0.294534 1.535231 -0.381 -0.209 -0.186 1.5990
N 0.546446 2.142581 1.214009 0.008 -0.018 -0.031 1.8816
C 0.394492 3.443849 0.555546 -0.005 0.064 0.057 -1.8477
C -0.975234 3.671339 -0.022682 0.075 -0.107 0.088 0.4294
C -1.457955 4.950667 -0.258766 -0.042 0.033 0.005 -1.2523
C -2.722774 5.086304 -0.801724 -0.042 0.016 -0.020 -0.7378
C -3.465931 3.944476 -1.073605 -0.002 0.054 0.004 -1.0981
C -2.898941 2.711354 -0.815460 0.111 -0.049 0.055 -0.8479
N -1.668436 2.577888 -0.307979 -0.125 -0.036 -0.203 1.6268
C 1.978980 1.859619 1.325445 0.021 0.010 0.002 -0.4595
C 2.587338 1.480791 0.007915 -0.115 -0.142 0.033 0.2877
C 3.867926 1.881192 -0.325429 0.075 0.019 0.017 -0.9160
C 4.429359 1.428195 -1.507766 0.078 0.010 -0.002 -0.8997
C 3.686745 0.587176 -2.315264 -0.023 -0.021 -0.033 -1.1352
C 2.401556 0.244042 -1.927285 -0.098 0.116 0.168 -0.8861
N 1.853095 0.687248 -0.782529 0.144 -0.044 -0.351 1.1923
H 0.219930 1.130410 2.981453 -0.014 -0.013 0.003 -0.9979
H 0.531404 2.855169 3.186743 0.002 0.022 0.017 0.5172
H -1.813598 3.286362 2.256418 0.007 -0.027 0.010 0.3361
H -1.632253 2.559336 3.822615 -0.010 0.022 -0.003 0.7469
H -3.955434 2.030336 3.687813 -0.004 -0.021 -0.020 0.5646
H -5.587067 0.235972 3.136783 0.018 -0.003 -0.011 0.4555
H -4.879542 -1.553526 1.516084 0.009 0.017 0.013 0.5217
H -2.623625 -1.434747 0.551604 0.027 0.045 0.005 0.3808
H 1.118722 3.492494 -0.262978 -0.010 -0.016 -0.018 0.6615
H 0.646128 4.258198 1.249595 0.022 0.010 0.011 0.3032
H -0.854208 5.815786 -0.014104 -0.012 -0.016 -0.009 0.5398
H -3.129469 6.069437 -1.002736 0.003 -0.020 0.005 0.4480
H -4.463746 4.004922 -1.485683 0.014 0.014 0.007 0.4936
H -3.421593 1.789666 -1.035213 0.026 -0.008 -0.007 0.5391
H 2.104842 1.020519 2.008265 0.000 -0.038 -0.004 -0.8880
H 2.522125 2.712516 1.754868 -0.026 0.029 0.010 0.7123
H 4.415300 2.533373 0.343042 -0.004 -0.006 -0.015 0.5706
H 5.430607 1.728432 -1.790616 -0.020 -0.005 0.007 0.4634
H 4.079932 0.204689 -3.247188 -0.006 0.005 0.015 0.6045
H 1.769204 -0.395946 -2.529822 -0.018 -0.019 0.018 0.7164
O -0.835327 -2.618717 -0.229699 -0.178 -0.186 -0.132 -0.3210
C -0.269249 -3.182170 0.603145 0.243 -0.060 0.378 0.8072
O 0.696323 -0.968460 1.605191 0.257 -0.273 -0.009 0.4114
C 0.308534 -3.948726 1.566778 -0.137 0.165 -0.256 0.1929
C 0.116158 -5.374542 1.480438 0.023 -0.008 0.073 -1.2932
C 0.651441 -6.184685 2.436870 0.003 -0.035 -0.006 -0.4705
C 1.402785 -5.663199 3.511091 -0.018 0.091 -0.033 -0.8589
C 1.612163 -4.295180 3.587257 0.055 -0.067 0.074 -0.7040
C 1.092100 -3.414681 2.650640 -0.096 -0.115 -0.023 0.4432
P 1.444519 -1.674650 2.711450 -0.239 0.080 -0.329 1.1216
C 0.942312 -1.055945 4.317809 -0.201 0.095 0.206 0.3885
C 1.588521 -0.007471 4.975293 -0.095 0.045 -0.023 -0.1391
C 1.022916 0.565347 6.106776 0.000 -0.058 -0.052 -1.0434
C -0.198614 0.106344 6.578284 -0.031 -0.015 0.004 -0.6143
C -0.858314 -0.926601 5.922768 0.032 0.004 0.005 -0.8320
C -0.291419 -1.507165 4.799329 0.093 0.033 0.066 -0.7119
C 3.224070 -1.512987 2.550540 0.242 0.075 -0.190 1.0052
C 4.116450 -1.445925 3.619682 0.046 -0.152 0.024 -0.5791
C 5.485508 -1.392295 3.388366 -0.094 -0.022 -0.012 -0.7759
C 5.970030 -1.420998 2.089907 0.006 -0.009 -0.037 -0.6382
C 5.089515 -1.514230 1.018510 -0.007 0.025 0.001 -0.6149
C 3.723015 -1.557685 1.242726 0.043 0.073 0.105 -0.7483
H -0.452293 -5.786912 0.657811 0.001 0.026 0.009 0.5393
H 0.496570 -7.253595 2.361330 0.006 0.022 0.010 0.4229
H 1.817854 -6.323624 4.258384 0.002 0.013 -0.004 0.4615
H 2.207106 -3.896222 4.403414 -0.017 -0.008 -0.011 0.4037
H 2.523170 0.386526 4.598852 0.020 -0.014 -0.025 0.4259
H 1.535694 1.369829 6.617839 -0.002 -0.003 -0.011 0.4627
H -0.638217 0.553084 7.460955 0.004 -0.008 -0.007 0.4137
H -1.810660 -1.284235 6.292302 0.011 0.006 -0.007 0.4823
H -0.806254 -2.316932 4.294904 0.018 0.010 -0.017 0.3948
H 3.757151 -1.467779 4.639992 -0.017 0.031 -0.004 0.4534
H 6.171366 -1.341237 4.223966 -0.018 0.004 -0.006 0.4492
H 7.037356 -1.385795 1.912441 -0.016 0.000 -0.007 0.4149
H 5.468269 -1.557169 0.005358 -0.004 0.008 0.007 0.5151
H 3.040758 -1.626800 0.403517 -0.043 0.014 0.010 0.3118
C -1.825909 -3.478901 -4.080611 -0.008 -0.113 0.019 -1.5547
C -2.036462 -2.204105 -4.879958 0.101 0.106 0.236 1.5535
C -0.862233 -1.927920 -5.803235 0.071 0.008 -0.075 -1.2873
C -3.337717 -2.247050 -5.652839 -0.096 -0.016 -0.079 -1.7417
O -2.224292 -1.101455 -3.931314 -0.184 -0.097 -0.010 -0.3282
P -1.092470 -0.402859 -3.083077 -0.022 -0.277 0.101 0.8477
O -0.033222 -1.312814 -2.564139 0.087 -0.024 0.056 -1.2212
O -1.820707 0.346826 -1.963944 0.244 -0.054 0.061 -1.0524
O -0.377461 0.598851 -4.084657 0.282 0.271 -0.058 -0.0796
C -0.796021 1.918682 -4.525392 -0.117 -0.190 0.007 1.7013
C -0.102987 2.115302 -5.860510 0.003 0.064 -0.098 -1.7480
C -0.298327 2.925268 -3.503470 0.051 0.091 0.082 -0.9974
C -2.306628 1.978282 -4.683222 -0.132 0.054 -0.003 -1.3054
H -1.754498 -4.328910 -4.761792 -0.007 -0.006 0.018 0.4816
H -2.670322 -3.642637 -3.408539 0.003 0.004 -0.025 0.3317
H -0.913510 -3.420771 -3.487612 -0.013 0.039 -0.035 0.2287
H -0.791571 -2.737331 -6.531388 0.009 0.016 -0.014 0.5499
H 0.080539 -1.875835 -5.256705 -0.055 -0.016 0.032 0.2162
H -1.001878 -0.989092 -6.340841 -0.018 -0.028 0.001 0.1420
H -3.318822 -3.070595 -6.368281 -0.012 0.019 0.006 0.4107
H -3.490873 -1.314767 -6.198905 0.008 -0.020 0.008 0.3805
H -4.177607 -2.393114 -4.972986 0.015 -0.001 -0.009 0.3692
H 0.973272 1.976714 -5.749874 -0.018 -0.001 0.006 0.3394
H -0.287774 3.124409 -6.234012 0.005 -0.020 0.003 0.3993
H -0.471139 1.401106 -6.598015 0.000 0.010 0.020 0.3647
H 0.792135 2.992003 -3.531774 -0.019 -0.018 0.009 0.3430
H -0.605982 2.620733 -2.505395 -0.031 0.002 -0.007 -0.3572
H -0.715579 3.913867 -3.706964 0.048 0.005 -0.022 0.4921
H -2.649244 1.213506 -5.381399 0.009 0.019 0.014 0.1712
H -2.585883 2.956779 -5.077256 -0.022 -0.004 -0.001 0.5306
H -2.817199 1.826084 -3.728925 0.076 0.025 -0.079 0.1520
```
Positions in Å, forces in eV/Å.

Computed properties:
**E_HOMO (alpha / beta)**: -8.405 / -10.401 eV
**Kohn-Sham gap (alpha / beta)**: 6.60 / 8.02 eV
**Multiplicity**: 6
**Total charge**: +1
**Energy relative to the best compared isomer or geometry (same formula, charge and spin)**: 0.0 kcal/mol

Look up the energy relative to the best compared isomer or geometry (same formula, charge and spin) of the second one.
32.0 kcal/mol

What did the first record say?
# C5H4O2

C5H4O2 in the gas phase in a non-equilibrium geometry (the ωB97M-V functional and the def2-TZVPD basis, the Open Molecules 2025 dataset).

```
11
Properties=species:S:1:pos:R:3:forces:R:3:nbo_charge:R:1
C -0.387414 -0.692392 0.793161 0.400 0.505 -0.214 -0.5318
C -0.335511 -1.246241 -0.487986 0.677 -0.165 -2.136 0.0572
C -0.416799 -1.211011 2.005916 -0.271 -0.670 4.894 0.8639
C -0.066142 0.710488 0.379529 0.270 3.102 0.694 -0.3835
C 0.353720 0.149480 -1.003238 -1.908 -2.085 0.731 0.0123
O -0.396503 -1.490124 3.161038 -0.023 0.650 -4.348 -0.3965
O -0.014922 0.785838 -2.178440 -0.704 -0.057 -2.201 -0.7366
H -0.896880 1.477186 0.454397 0.663 -1.173 -0.417 0.2336
H 0.794517 1.187792 0.900215 -0.494 -0.246 -0.119 0.2069
H 1.410779 0.032924 -0.934714 1.046 -0.457 -0.092 0.1698
H -0.044846 0.296062 -3.089878 0.345 0.594 3.207 0.5047
```
Positions in Å, forces in eV/Å.

Computed properties:
**E_HOMO**: -8.217 eV
**Kohn-Sham gap**: 7.65 eV
**Energy relative to the best compared isomer or geometry (same formula, charge and spin)**: 118.2 kcal/mol

energy relative to the best compared isomer or geometry (same formula, charge and spin) of number 2 (C8H3BrClFO3)?
32.0 kcal/mol

Among the records above, which one has the lowest energy relative to the best compared isomer or geometry (same formula, charge and spin)?
C46H52N4O6P2Ru